Entry 1:
Density functional theory data (ωB97M-V with the def2-TZVPD basis set) for a molecular structure, CH6NS at a distorted geometry.

HOMO level: -2.429 eV
E: -494.5989 Eh
relative energy (zero: lowest compared OMol25 entry of this formula, charge and spin): 1.787 eV
frontier orbital gap: 6.9 eV

```
! wB97M-V def2-TZVPD RIJCOSX def2/J DEFGRID3
* xyz -1 1
N 0.53 -2.48 -0.01
H -0.23 -2.46 0.66
H 0.17 -2.14 -0.90
H 1.11 -1.68 0.21
C -0.24 2.11 -0.20
S -0.73 0.19 0.95
H -0.96 2.33 -0.98
H -0.20 2.72 0.69
H 0.55 1.42 -0.42
*
```

Entry 2:
Density functional theory data (ωB97M-V with the def2-TZVPD basis set) for a molecular structure, C35H38FN3O3SiSn at a distorted geometry.

HOMO level (spin up / spin down): -11.399 / -11.210 eV
E: -2349.4247 Eh
frontier orbital gap (spin up / spin down): 3.2 / 2.9 eV

```
! wB97M-V def2-TZVPD RIJCOSX def2/J DEFGRID3
* xyz 2 1
C -0.51 -3.29 0.76
C -0.04 -4.29 -0.15
C 0.91 -3.67 -1.02
H -0.37 -5.32 -0.20
C 1.01 -2.30 -0.67
C 0.14 -2.06 0.44
H 0.01 -1.10 0.94
H -1.24 -3.45 1.55
H 1.45 -4.17 -1.83
H 1.64 -1.55 -1.15
Sn 0.00 0.58 -3.59
C -1.42 -0.92 -3.60
H -0.95 -1.88 -3.38
H -2.24 -0.70 -2.92
H -1.84 -0.96 -4.61
Si -3.11 -3.22 -2.63
C -4.67 -3.58 -1.63
C -4.57 -4.29 -0.43
H -3.59 -4.64 -0.11
C -5.71 -4.52 0.35
H -5.62 -5.09 1.28
C -6.96 -4.02 -0.03
H -7.86 -4.22 0.56
C -7.06 -3.27 -1.21
H -8.04 -2.89 -1.52
C -5.93 -3.05 -2.00
H -5.99 -2.46 -2.92
C -2.15 -4.82 -2.98
C -2.71 -6.11 -2.89
H -3.73 -6.22 -2.51
C -2.01 -7.24 -3.32
H -2.47 -8.23 -3.26
C -0.71 -7.10 -3.83
H -0.15 -7.97 -4.19
C -0.13 -5.82 -3.90
H 0.89 -5.70 -4.30
C -0.85 -4.70 -3.49
H -0.41 -3.71 -3.57
H -2.31 -2.38 -1.71
H -3.94 -3.05 -3.83
F 4.20 0.59 1.89
C 3.30 1.54 1.46
C 2.38 1.14 0.52
C 1.31 2.01 0.21
C 0.35 1.67 -0.79
O 0.56 0.63 -1.56
C -0.80 2.47 -0.91
C -0.97 3.55 -0.08
N 0.09 4.08 0.61
C 0.01 5.41 1.06
C -0.83 6.36 0.24
C -1.29 5.91 1.59
C 1.20 3.25 0.87
C 2.17 3.64 1.80
C 3.27 2.81 2.11
N 4.26 3.25 2.99
C 3.86 3.99 4.18
C 4.87 5.09 4.49
N 6.20 4.43 4.58
C 6.63 3.64 3.40
C 5.55 2.60 3.14
C -1.92 2.09 -1.86
O -3.04 1.95 -1.41
O -1.53 1.95 -3.11
H 2.44 0.17 0.04
H -1.91 4.11 -0.07
H 0.91 5.84 1.48
H -0.44 7.38 0.15
H -1.34 5.95 -0.64
H -2.13 5.21 1.62
H -1.23 6.63 2.40
H 2.10 4.61 2.29
H 3.79 3.31 5.06
H 2.88 4.46 4.06
H 4.94 5.83 3.70
H 4.66 5.58 5.45
H 6.92 5.13 4.80
H 6.15 3.77 5.35
H 7.59 3.14 3.62
H 6.76 4.33 2.57
H 5.52 1.89 3.98
H 5.82 2.06 2.22
*
```

Entry 3:
Density functional theory data (ωB97M-V with the def2-TZVPD basis set) for 8 unconnected molecules or ions with the total composition C16H15Cl28FO3 at a distorted geometry.

HOMO level: -8.296 eV
SMILES: C=CC[C@@H](CCOCC)OC(=O)F.ClC(Cl)(Cl)Cl.ClC(Cl)(Cl)Cl.ClC(Cl)(Cl)Cl.ClC(Cl)(Cl)Cl.ClC(Cl)(Cl)Cl.ClC(Cl)(Cl)Cl.ClC(Cl)(Cl)Cl
E: -13829.3005 Eh
frontier orbital gap: 8.0 eV

```
! wB97M-V def2-TZVPD RIJCOSX def2/J DEFGRID3
* xyz 0 1
C -1.61 0.08 1.88
C -0.86 1.20 1.38
C 0.73 1.30 1.25
C 1.55 0.26 2.16
C 1.92 -1.13 1.44
C 1.23 -2.30 2.33
O 1.68 -3.63 1.94
C 0.53 -4.50 2.18
C 0.99 -6.01 2.59
O 2.75 0.98 2.66
C 2.86 0.82 4.06
O 3.86 0.19 4.48
F 1.93 1.30 5.01
H -1.57 -0.25 2.99
H -2.32 -0.45 1.14
H -1.45 2.15 1.08
H 1.02 2.36 1.63
H 1.08 1.28 0.15
H 0.90 0.06 3.10
H 3.04 -1.29 1.29
H 1.45 -1.17 0.38
H 1.49 -2.17 3.45
H 0.09 -2.14 2.20
H -0.11 -4.64 1.23
H -0.12 -4.12 3.06
H 2.02 -6.26 2.15
H 0.94 -6.10 3.74
H 0.20 -6.75 2.18
Cl 2.05 4.27 -1.75
C 3.30 3.03 -1.99
Cl 4.88 3.82 -2.24
Cl 3.38 1.99 -0.55
Cl 2.90 2.04 -3.41
Cl -2.02 4.56 2.62
C -2.67 5.09 1.05
Cl -3.79 3.85 0.43
Cl -3.55 6.62 1.26
Cl -1.34 5.31 -0.10
Cl 7.15 -2.05 -2.69
C 6.02 -0.68 -2.64
Cl 5.01 -0.69 -4.11
Cl 4.99 -0.80 -1.20
Cl 6.95 0.84 -2.57
Cl -7.04 4.47 -2.71
C -5.77 3.25 -2.95
Cl -4.21 4.05 -3.20
Cl -5.67 2.20 -1.51
Cl -6.16 2.26 -4.38
Cl -3.03 0.82 -4.26
C -3.25 -0.47 -3.06
Cl -4.96 -0.59 -2.61
Cl -2.71 -2.02 -3.75
Cl -2.28 -0.10 -1.61
Cl -9.11 4.46 2.55
C -8.12 3.07 2.04
Cl -9.00 2.14 0.81
Cl -6.58 3.65 1.36
Cl -7.79 2.04 3.45
Cl 5.30 -6.42 -6.21
C 5.64 -5.10 -5.08
Cl 4.13 -4.28 -4.64
Cl 6.40 -5.76 -3.61
Cl 6.75 -3.94 -5.84
*
```

Entry 4:
Density functional theory data (ωB97M-V with the def2-TZVPD basis set) for 2 unconnected molecules or ions with the total composition C5H11O3 at a distorted geometry.

HOMO level: -4.520 eV
E: -422.8969 Eh
relative energy (zero: lowest compared OMol25 entry of this formula, charge and spin): 0.455 eV
frontier orbital gap: 8.6 eV

```
! wB97M-V def2-TZVPD RIJCOSX def2/J DEFGRID3
* xyz -1 1
C -1.78 1.18 0.16
C -2.34 1.33 -1.27
C -1.35 -0.28 0.42
O -1.87 -1.19 -0.26
O -0.48 -0.43 1.33
H -0.92 1.84 0.27
H -2.59 1.43 0.84
H -2.46 2.37 -1.53
H -3.33 0.88 -1.33
H -1.72 0.89 -2.04
C 2.26 -1.26 0.90
C 2.43 -0.23 -0.21
O 1.34 -2.24 0.54
H 3.19 -1.73 1.22
H 1.92 -0.71 1.79
H 3.07 0.61 0.08
H 0.43 -1.90 0.73
H 1.42 0.10 -0.49
H 2.78 -0.67 -1.16
*
```